(1)
The following is a DFT calculation (the ωB97M-V functional and the def2-TZVPD basis) of a structure of composition C10H11CdClF5Pm at a distorted geometry.

```
29
Properties=species:S:1:pos:R:3:forces:R:3
Pm 0.46386 -1.07510 -2.76180 -1.952 1.311 2.089
Cl 1.61365 -3.12488 -1.96151 0.943 -1.472 0.342
C 1.77842 0.73760 -3.20534 0.858 0.684 -0.484
C -1.09459 -1.44689 -4.40430 -0.479 -0.311 -1.074
H 1.55191 1.13396 -4.21051 0.234 0.081 0.175
H 1.69991 1.53406 -2.45468 0.087 -0.053 -0.139
H 2.78786 0.29104 -3.18937 0.126 0.374 -0.110
H -0.91386 -0.77717 -5.26064 -0.225 -0.232 -0.058
H -2.13251 -1.35015 -4.05328 0.190 -0.035 -0.128
H -0.88179 -2.49476 -4.68379 -0.277 0.112 -0.264
Cd -1.49095 -0.02571 0.45395 -0.692 -0.119 -0.430
C -2.72461 -1.55307 1.47769 -0.044 -0.271 0.306
C -2.15023 1.43440 -0.93304 1.542 -0.418 -3.212
H -3.77996 -1.38405 1.23103 0.025 -0.133 0.039
H -2.43111 -2.56152 1.15278 -0.148 0.063 0.119
H -2.60010 -1.49016 2.57311 -0.065 -0.091 -0.246
H -2.70630 1.00473 -1.87910 0.478 0.719 1.435
H -1.23354 1.97660 -1.46022 -1.514 -0.449 0.918
F 0.41463 -1.83434 2.50793 0.096 0.257 0.229
C 0.71252 -0.51880 2.67915 0.776 0.910 0.621
C 0.14220 0.44642 1.88253 0.537 0.160 0.125
C 0.57818 1.74027 2.06872 0.823 -0.389 0.915
F 0.12584 2.75528 1.28806 0.145 -0.148 0.316
C 1.52886 2.07591 3.05455 -0.801 -0.003 -0.733
F 1.92477 3.35265 3.20073 0.258 0.472 0.188
C 2.05588 1.10822 3.89343 -0.554 -0.325 -0.751
F 2.95486 1.42037 4.84799 0.026 0.004 0.040
C 1.65068 -0.20231 3.68292 -0.732 -0.370 -0.630
F 2.15553 -1.17260 4.46297 0.340 -0.327 0.404
```
Forces are in eV/Å.

* largest force on an atom: 3.59 eV/A
* net charge: -2
* gap between HOMO and LUMO (alpha / beta): 4.1 / 4.6 eV
* multiplicity: 5

---

(2)
The following is a DFT calculation (the ωB97M-V functional and the def2-TZVPD basis) of a cluster of 3 separate species, C10H11ClNO in total at a distorted geometry.

```
24
Properties=species:S:1:pos:R:3:forces:R:3
C 1.86599 2.13483 -0.86132 -0.375 -2.138 1.031
C 0.89734 2.45326 0.08465 0.168 -1.876 0.068
C 2.20914 0.78437 -1.10205 -2.048 0.870 1.755
C 0.21172 1.46165 0.80159 0.161 0.338 -2.053
C 1.38466 -0.16770 -0.55752 -1.801 -1.161 1.607
C 0.33259 0.13932 0.38677 1.189 2.176 -0.231
C -1.29724 -0.38782 -1.57890 -1.248 -0.017 -1.368
C 1.30631 -1.65653 -0.78079 -2.359 1.895 1.251
C 0.12811 -2.12082 0.15287 -0.518 -3.222 -2.798
C -0.46225 -0.97009 0.81349 1.955 -0.115 2.109
N -1.12561 -1.01796 1.98551 -1.889 0.473 -1.464
O -1.99875 0.12450 -2.29355 0.296 0.039 0.214
Cl -3.77773 1.03288 0.51524 -1.099 0.100 0.599
H 2.39037 2.87362 -1.36783 0.840 1.389 -0.727
H 0.66503 3.44665 0.26699 -0.315 1.754 0.357
H 3.09505 0.47403 -1.52881 1.554 -0.300 -1.583
H -0.60389 1.75659 1.39166 -0.764 0.441 1.197
H 1.00913 -1.81974 -1.77076 -0.140 -0.449 -1.682
H 2.20353 -2.10974 -0.57568 2.061 -1.437 0.479
H -0.58440 -2.81630 -0.53719 1.229 1.745 2.004
H 0.50486 -2.77239 0.92058 0.122 -0.500 0.451
H -4.96227 1.14322 1.10696 1.157 -0.108 -0.549
H -1.66990 -0.18503 2.23028 0.842 0.209 0.101
H -1.72176 -1.80081 2.29781 0.983 -0.106 -0.767
```
Forces are in eV/Å.

* largest force on an atom: 4.30 eV/A
* relative energy (zero: lowest compared OMol25 entry of this formula, charge and spin): 5.2 kJ/mol
* net charge: +1
* gap between HOMO and LUMO: 8.0 eV

---

(3)
The following is a DFT calculation (the ωB97M-V functional and the def2-TZVPD basis) of a structure of composition C10H11F4N2O3S2V at a distorted geometry.

```
33
Properties=species:S:1:pos:R:3:forces:R:3
V 0.44658 -0.40873 1.55832 -1.226 1.821 -1.471
C 3.43925 0.18562 1.05354 0.097 0.120 0.202
N 2.10528 0.15917 0.45484 0.443 0.371 -0.663
C 2.09529 -0.72026 -0.70627 0.241 -0.528 -0.623
C 1.65371 1.53843 0.15217 -0.331 -0.121 -0.192
C 0.25051 1.55994 -0.50070 -0.146 -0.499 -0.876
N -0.62419 0.50111 0.01694 -0.299 0.138 -1.463
C -1.64455 0.13297 -0.82689 0.097 -0.092 0.781
C -2.21035 -1.16046 -0.66806 0.750 -0.492 0.401
F -1.61215 -2.01143 0.24651 -0.705 0.929 -0.847
C -3.21744 -1.66448 -1.46032 -0.253 -0.018 0.248
F -3.64469 -2.90210 -1.20536 -0.091 -0.723 0.077
C -3.85025 -0.94997 -2.46301 0.782 1.107 0.306
C -3.34557 0.34470 -2.61313 -0.039 -0.907 0.238
F -3.97297 1.08283 -3.54577 0.320 0.667 -0.145
C -2.28351 0.86981 -1.86870 -0.372 -0.513 -0.277
F -1.88568 2.12265 -2.18816 -0.034 0.259 0.124
H 4.11744 0.73321 0.37617 0.064 -0.198 0.146
H 3.78603 -0.85115 1.18043 -0.093 0.457 0.123
H 3.40863 0.70560 2.02586 -0.046 -0.351 -0.370
H 2.72169 -0.34474 -1.53952 0.073 -0.080 0.292
H 1.08252 -0.82553 -1.08914 -0.041 0.043 0.018
H 2.42834 -1.73057 -0.39639 -0.055 0.606 -0.170
H 2.36532 2.04157 -0.52125 -0.007 -0.040 0.031
H 1.66010 2.07468 1.10641 -0.069 -0.042 -0.058
H 0.35951 1.41269 -1.60734 0.174 0.320 0.693
H -0.22023 2.52875 -0.34697 0.281 0.357 -0.056
H -4.67422 -1.29412 -3.08413 0.278 -0.064 0.357
O 0.11701 -0.61941 5.31621 -0.566 0.106 -0.654
S 0.17272 -0.46857 3.87701 1.155 -3.127 2.187
O -1.05474 -0.17897 3.13083 -0.615 0.711 0.164
O 1.27674 0.41685 3.46017 -0.066 0.641 -0.926
S 0.75386 -2.28010 2.67568 0.298 -0.854 2.405
```
Forces are in eV/Å.

* largest force on an atom: 3.99 eV/A
* relative energy (zero: lowest compared OMol25 entry of this formula, charge and spin): 0.0 kJ/mol
* net charge: -1
* gap between HOMO and LUMO (alpha / beta): 6.2 / 7.7 eV
* multiplicity: 4

---

(4)
The following is a DFT calculation (the ωB97M-V functional and the def2-TZVPD basis) of a structure of composition C10H11I2OP at a distorted geometry.

```
25
Properties=species:S:1:pos:R:3:forces:R:3
C -3.22690 -1.50241 1.44583 0.845 0.886 0.831
C -2.23790 -0.60242 1.90113 1.555 -0.421 -0.578
C -3.23108 -1.91589 0.11285 1.419 0.600 -0.014
C -1.19239 -0.26594 1.03913 -0.042 1.047 1.062
C -2.19069 -1.48060 -0.78475 -1.622 0.346 4.128
C -1.17706 -0.67571 -0.26922 1.506 0.289 -2.528
C 1.52092 1.77040 -0.12715 0.797 0.644 -1.632
C 0.37536 1.87729 -1.18935 0.361 -1.476 2.395
C 2.15739 0.38917 -0.59514 0.088 1.510 -0.062
C 3.30923 -0.13656 0.36864 -1.390 0.239 -0.951
O 0.11148 -0.54277 -2.82584 0.131 -0.211 -0.310
P 0.21144 -0.00906 -1.46646 -0.113 1.221 3.086
I 4.93752 1.44595 0.48474 -1.147 -1.121 0.040
I 4.09933 -2.01731 -0.25098 -0.010 0.187 -0.094
H -3.89092 -1.79183 2.24551 -0.642 -0.475 -0.490
H -1.99121 -0.23506 2.91642 -1.321 -0.543 -0.383
H -3.96184 -2.60507 -0.29494 -0.147 0.173 0.238
H -0.43468 0.44026 1.44158 -0.386 -0.748 -0.493
H -2.47054 -1.71302 -1.73720 0.645 -0.493 -2.866
H 2.02369 2.82467 -0.29676 0.080 -2.423 0.739
H 1.23475 1.68100 0.93018 -0.301 0.206 -0.444
H -0.26978 2.62083 -0.74104 -1.334 -0.402 -0.577
H 0.81406 2.26529 -2.06092 0.465 0.479 -1.347
H 2.56676 0.54480 -1.61462 0.136 -0.136 0.512
H 2.91308 -0.36601 1.36835 0.427 0.623 -0.262
```
Forces are in eV/Å.

* largest force on an atom: 4.45 eV/A
* relative energy (zero: lowest compared OMol25 entry of this formula, charge and spin): 229.2 kJ/mol
* gap between HOMO and LUMO: 8.7 eV